This record from OMol25 describes C24H30BaN4O8S6 as an isolated structure. The level of theory is ωB97M-V/def2-TZVPD.

Geometry as XYZ:
```
73
Properties=species:S:1:pos:R:3:lowdin_charge:R:1
Ba 0.283 -0.382 0.715 2.060
S -1.098 -3.119 1.777 0.915
S -0.027 2.459 -3.859 0.600
S 2.941 0.076 -0.971 0.772
S 1.661 -5.898 3.187 0.812
S 2.791 -2.446 1.148 0.911
S -3.100 1.388 -3.082 1.010
O -1.792 2.666 -0.887 -0.072
O -3.995 1.597 3.897 0.033
O -0.227 -2.224 4.223 -0.089
O 3.249 0.141 0.496 -0.685
O -0.797 2.138 -5.049 -0.380
O -0.101 1.121 -0.995 -0.490
O 0.858 -1.933 2.223 -0.754
O 1.422 2.535 -3.995 -0.350
N -1.688 0.317 -1.193 -0.116
N -0.374 1.516 -2.603 -0.117
N -1.095 0.256 1.738 -0.517
N -1.488 8.072 -2.349 0.056
C -1.546 1.093 -2.282 -0.644
C -2.962 1.128 3.114 -0.215
C 3.059 -4.715 3.246 -0.523
C -1.704 4.669 -3.814 -0.062
C -2.722 1.745 1.840 0.067
C -1.206 6.720 -2.605 -0.347
C 0.019 6.172 -2.213 -0.046
C 0.185 -4.365 0.543 -0.256
C -1.172 -0.421 2.869 -0.220
C 0.358 4.861 -2.559 -0.048
C 3.417 -4.122 1.858 -0.500
C -1.689 1.248 1.100 -0.164
C -2.194 0.042 3.644 0.061
C -3.911 0.396 -1.933 -0.413
C -0.849 -4.593 2.962 -0.486
C 2.824 -1.671 -1.425 -0.408
C -2.037 5.977 -3.451 -0.046
C 4.481 0.394 -1.865 -0.262
C -0.517 4.105 -3.345 -0.264
C 1.480 -3.656 -0.008 -0.362
C 0.326 -4.894 3.942 -0.496
C -1.127 1.691 -0.375 -0.617
C -2.991 -0.035 -1.065 -0.258
C -0.086 -1.614 3.101 -0.715
H 5.268 -0.269 -1.499 0.048
H 0.692 -3.959 4.402 0.056
H -4.403 2.320 3.394 0.102
H -4.966 0.176 -1.935 0.044
H -1.211 -5.523 2.472 0.068
H 2.113 -4.331 -0.642 0.096
H 4.321 0.234 -2.934 0.053
H 1.941 -2.098 -0.943 -0.136
H -0.150 -1.847 -1.402 -0.037
H 3.925 -5.323 3.596 0.054
H -0.508 -4.633 -0.288 0.057
H -2.367 4.101 -4.463 0.095
H -2.405 -0.396 4.609 0.120
H -1.042 8.410 -1.503 0.074
H -3.312 2.564 1.455 0.121
H -2.958 6.409 -3.834 0.096
H -1.699 -4.233 3.550 0.034
H 4.774 1.433 -1.696 0.043
H 3.715 -2.205 -1.087 0.029
H -0.069 -5.518 4.778 0.064
H 1.127 -2.886 -0.715 -0.120
H 1.305 4.438 -2.231 0.114
H -2.484 8.269 -2.360 0.074
H 0.723 6.759 -1.629 0.096
H 2.722 -1.760 -2.509 0.074
H 3.493 -4.954 1.118 0.067
H 0.575 -5.344 0.944 0.018
H 2.929 -3.920 4.001 0.081
H -3.321 -0.681 -0.255 0.116
H 4.417 -3.671 1.912 0.022
```

Its net charge is -2. The value obtained for the gap between HOMO and LUMO (spin up / spin down) is 3.583 / 3.592 eV.


This record from OMol25 describes C24H30Cl2HfN3O5 as an isolated structure. The level of theory is ωB97M-V/def2-TZVPD.

Geometry as XYZ:
```
65
Properties=species:S:1:pos:R:3:lowdin_charge:R:1
Hf 0.332 0.711 -0.122 1.775
Cl 7.827 1.288 0.872 0.599
Cl 3.124 1.068 3.557 0.649
O 1.960 0.801 -1.595 -0.415
O -1.837 0.957 -0.073 -0.260
O -0.598 -0.604 1.824 -0.178
O 2.033 0.237 1.043 -0.276
O 0.017 2.109 1.559 -0.040
N -0.221 2.534 3.718 -0.132
N -3.394 -0.745 -0.662 -0.150
N -0.835 -0.911 -0.914 -0.065
C 0.357 3.853 3.539 -0.026
C -3.928 0.063 -1.744 -0.081
C -0.946 -3.756 -0.698 -0.041
C 3.330 0.623 0.916 -0.368
C 3.393 0.505 -1.566 -0.131
C -1.353 -1.786 -4.474 -0.072
C -3.821 -2.111 -0.679 -0.100
C 6.103 1.051 0.883 -0.739
C 4.052 0.928 2.047 -0.557
C -0.598 0.230 2.951 -0.118
C -1.385 -3.170 -4.427 -0.106
C 1.396 2.150 -1.488 -0.237
C -0.165 2.048 5.074 -0.057
C -1.327 -3.793 -3.193 -0.077
C -1.005 0.464 -3.468 -0.038
C -0.236 1.692 2.678 -0.408
C 5.453 0.880 -0.298 -0.103
C 4.024 0.673 -0.337 -0.205
C -1.161 -3.076 -2.022 -0.237
C -1.898 -0.998 1.286 -0.081
C -1.053 -1.677 -2.053 -0.237
C -1.162 -1.048 -3.310 -0.194
C 5.450 1.092 2.092 -0.202
C -2.044 -0.416 -0.164 -0.604
H 2.186 2.821 -1.088 0.060
H 0.823 1.659 5.300 0.073
H -0.443 2.849 5.777 0.097
H -1.340 0.804 -4.444 0.075
H -0.123 -3.224 -0.214 0.087
H -0.136 4.539 4.238 0.092
H 5.958 0.854 -1.253 0.098
H 0.168 -0.156 3.637 0.136
H -1.557 0.992 -2.711 0.046
H -1.323 -4.880 -3.147 0.101
H 5.937 1.275 3.043 0.078
H -3.378 -2.684 0.134 0.058
H -3.578 -2.643 -1.618 0.090
H -0.710 -4.811 -0.823 0.073
H -1.438 -1.274 -5.442 0.105
H -5.017 0.057 -1.695 0.075
H -3.579 1.093 -1.674 0.079
H 1.435 3.844 3.685 0.092
H 3.913 0.879 -2.426 0.072
H 0.048 0.689 -3.357 0.057
H -1.872 -2.082 1.301 0.094
H -0.884 1.231 5.237 0.090
H -1.816 -3.707 -0.026 0.049
H -1.514 -3.726 -5.351 0.091
H -4.898 -2.183 -0.534 0.080
H -1.564 0.188 3.460 0.131
H -3.698 -0.339 -2.736 0.077
H 1.089 2.486 -2.485 0.028
H -2.717 -0.625 1.922 0.133
H 0.146 4.208 2.536 0.093
```

Its net charge is -1. The value obtained for the gap between HOMO and LUMO is 4.589 eV.


This record from OMol25 describes C24H30CoN9OP as an isolated structure. The level of theory is ωB97M-V/def2-TZVPD.

Geometry as XYZ:
```
66
Properties=species:S:1:pos:R:3:mulliken_spin:R:1
Co -0.065 0.261 -0.707 2.724
P -2.651 1.866 0.500 -0.001
O -1.552 1.393 -0.458 0.115
N 1.559 -0.935 -0.653 0.025
N 1.506 1.570 -1.277 0.041
N 3.751 3.153 -1.538 0.000
N -3.642 2.838 -0.343 0.002
N -0.904 -1.683 -0.856 0.057
N -3.470 0.576 1.093 0.002
N 7.190 -5.076 -0.220 0.001
N -1.765 -4.289 -0.588 0.000
N -1.973 2.664 1.751 -0.003
C 6.072 -3.209 -1.210 0.001
C 2.773 -0.395 -0.778 -0.012
C 3.771 -2.556 -0.505 0.003
C -0.029 -2.671 -0.599 0.036
C -2.614 -3.310 -0.861 0.001
C 2.734 1.059 -1.078 0.023
C 4.958 -3.427 -0.407 0.000
C -2.542 2.697 3.097 0.000
C 6.125 -5.275 0.550 0.000
C 2.539 3.640 -1.753 0.001
C -4.397 3.924 0.282 0.000
C -4.076 2.505 -1.699 0.001
C -0.981 3.707 1.495 0.002
C -4.924 0.543 1.243 0.000
C 7.156 -4.066 -1.082 0.000
C 1.395 -2.255 -0.531 -0.010
C -2.768 -0.448 1.860 -0.003
C 3.908 -1.178 -0.698 -0.004
C 1.402 2.850 -1.615 0.001
C 2.483 -3.099 -0.442 -0.008
C -0.482 -3.975 -0.458 -0.002
C -2.189 -1.992 -0.985 0.001
C 4.984 -4.489 0.490 0.001
C 3.851 1.871 -1.205 -0.001
H 6.185 -6.101 1.249 0.000
H -3.055 -1.443 1.514 0.001
H -3.658 -3.572 -0.982 0.000
H -5.458 3.674 0.354 0.000
H -5.302 -0.430 0.926 0.000
H 4.849 1.489 -1.035 0.000
H -2.938 3.690 3.324 0.000
H -1.688 -0.337 1.755 0.008
H 2.358 -4.169 -0.366 -0.001
H -5.127 2.206 -1.709 0.000
H 0.198 -4.787 -0.234 0.000
H -3.474 1.694 -2.101 0.000
H -4.298 4.829 -0.318 0.000
H -4.021 4.129 1.282 0.000
H -3.961 3.375 -2.346 0.000
H 0.407 3.244 -1.779 -0.001
H -3.008 -0.380 2.925 0.000
H -3.350 1.977 3.192 0.000
H 2.461 4.681 -2.040 0.000
H 8.033 -3.934 -1.704 0.000
H -5.219 0.701 2.284 0.000
H -0.678 3.690 0.450 -0.001
H -5.388 1.308 0.627 0.000
H -1.773 2.459 3.834 0.000
H 4.895 -0.745 -0.783 0.000
H -2.879 -1.181 -1.182 -0.001
H -1.393 4.694 1.717 0.000
H 4.154 -4.688 1.155 0.000
H 6.095 -2.416 -1.947 0.000
H -0.101 3.554 2.123 0.000
```

Its net charge is +2. The value obtained for the gap between HOMO and LUMO (spin up / spin down) is 7.257 / 7.057 eV. Its multiplicity is 4.


This record from OMol25 describes a 6-piece molecular cluster, C24H30F18O12 overall. The level of theory is ωB97M-V/def2-TZVPD.

Geometry as XYZ:
```
84
Properties=species:S:1:pos:R:3:lowdin_charge:R:1
F -0.653 1.724 2.246 0.154
F -3.593 -0.621 4.568 0.169
F -0.189 3.740 -3.859 0.175
F 0.111 5.190 -5.414 0.156
F 1.139 5.453 -3.508 0.185
F 1.492 2.125 2.102 0.189
F 4.390 4.350 3.320 0.179
F -5.752 -2.963 -2.363 0.187
F 0.723 0.332 3.128 0.151
F -2.345 0.275 -4.639 0.182
F 5.915 2.943 3.873 0.147
F 3.990 2.187 3.348 0.175
F -1.489 -0.792 4.134 0.171
F -4.442 -2.313 -4.002 0.160
F -5.645 -0.868 -2.919 0.126
F -2.849 -2.348 3.487 0.182
F -3.138 -1.213 -5.944 0.177
F -1.457 0.029 -6.614 0.196
O -4.069 -0.831 -0.920 0.038
O -1.607 -1.759 6.645 0.175
O -3.102 -3.245 5.936 0.026
O 1.755 3.219 -6.063 0.044
O 2.879 3.571 -4.167 0.173
O -1.129 -2.778 -5.614 0.057
O 1.378 0.832 -0.138 0.052
O 4.981 3.102 6.317 0.041
O -0.101 -1.296 -4.310 0.155
O 0.047 -0.732 0.774 0.176
O -2.681 -2.252 -1.978 0.176
O 2.957 3.711 5.569 0.170
C 1.946 3.765 -4.884 -0.404
C -3.049 -0.412 -0.004 -0.194
C -3.691 0.472 1.029 -0.047
C 0.123 0.981 -2.211 -0.045
C 0.570 1.180 2.094 -0.532
C 5.435 2.386 8.533 -0.066
C -4.915 -2.024 -2.789 -0.515
C -3.040 -4.034 7.133 -0.184
C -3.728 -1.695 -1.864 -0.400
C -2.576 -1.481 4.451 -0.561
C 4.585 3.330 7.699 -0.169
C 4.086 3.366 5.402 -0.421
C -2.025 -0.587 -5.593 -0.577
C -1.000 -1.599 -5.030 -0.387
C -2.351 -2.172 5.812 -0.408
C 2.373 1.892 -7.968 -0.063
C 2.668 2.246 -6.550 -0.223
C 0.603 0.316 0.813 -0.388
C 4.594 3.200 3.954 -0.549
C -0.198 -3.769 -5.241 -0.229
C 0.708 4.562 -4.385 -0.556
C -0.484 -5.077 -5.953 -0.060
C -1.655 -4.649 7.314 -0.059
C 1.229 0.289 -1.438 -0.197
H 2.324 2.795 -8.580 0.086
H 3.679 2.639 -6.402 0.130
H -0.117 0.429 -3.123 0.050
H -3.355 -3.385 7.952 0.128
H 3.086 1.164 -8.351 0.085
H -1.082 -3.928 7.889 0.075
H -1.221 -4.910 6.349 0.089
H 6.512 2.431 8.405 0.079
H 0.263 2.042 -2.395 0.063
H -2.258 0.037 -0.606 0.100
H 0.833 -3.453 -5.460 0.129
H -2.613 -1.299 0.461 0.125
H 2.166 0.410 -1.989 0.128
H -0.869 0.977 -1.740 0.068
H -1.737 -5.629 7.785 0.077
H 2.664 1.337 -5.937 0.134
H -3.069 0.668 1.903 0.063
H 5.098 1.363 8.349 0.081
H -4.620 0.004 1.361 0.087
H -1.540 -5.354 -5.983 0.081
H 3.541 3.059 7.822 0.123
H 1.399 1.413 -8.096 0.077
H -0.018 -3.911 -4.170 0.132
H -3.785 -4.825 7.062 0.121
H -0.273 -5.037 -7.025 0.077
H 0.116 -5.854 -5.486 0.080
H 4.777 4.378 7.910 0.131
H 5.208 2.499 9.596 0.080
H -3.988 1.478 0.724 0.083
H 1.152 -0.797 -1.542 0.126
```

Its net charge is 0. The value obtained for the gap between HOMO and LUMO is 11.657 eV. Its SMILES is CCOC(=O)C(F)(F)F.CCOC(=O)C(F)(F)F.CCOC(=O)C(F)(F)F.CCOC(=O)C(F)(F)F.CCOC(=O)C(F)(F)F.CCOC(=O)C(F)(F)F.


This record from OMol25 describes a 6-piece molecular cluster, C24H30F18O12 overall. The level of theory is ωB97M-V/def2-TZVPD.

Geometry as XYZ:
```
84
Properties=species:S:1:pos:R:3:mulliken_spin:R:1
F 4.383 -4.671 -5.084 0.019
F 2.495 6.122 -1.035 0.000
F -3.344 -0.694 -3.102 0.000
F -1.712 -4.637 -1.966 0.004
F 4.114 -5.849 -3.252 0.005
F 2.539 -5.916 -4.710 0.011
F 2.594 2.536 3.014 0.000
F -1.317 -0.431 -3.859 0.000
F -2.858 0.005 5.529 0.000
F 2.454 4.139 4.559 0.000
F 1.061 7.537 -1.584 0.000
F 1.857 7.446 0.470 0.000
F -2.311 -6.495 -1.070 0.004
F -2.413 -0.393 3.420 0.000
F 2.857 2.007 5.159 0.000
F -1.541 1.450 4.422 0.000
F -1.579 -1.764 -2.128 0.000
F -0.232 -5.763 -1.126 0.001
O -1.388 0.254 -0.636 0.000
O 5.329 2.503 5.202 0.000
O 0.007 -6.625 -3.784 0.141
O -2.281 -6.909 -3.858 0.023
O -0.622 5.467 -0.991 0.000
O 2.067 -4.247 -2.406 0.714
O -4.251 2.345 4.886 0.000
O -4.246 1.377 2.862 0.000
O -2.387 1.735 -2.104 0.000
O 2.828 -2.707 -3.856 0.066
O 5.139 4.203 3.593 0.000
O 0.545 5.101 0.923 0.000
C 3.489 -5.098 -4.206 0.049
C 3.097 2.996 4.218 0.000
C 7.242 1.586 6.314 0.000
C -1.933 0.608 -1.790 0.000
C 4.609 3.345 4.294 0.000
C -5.315 2.120 2.341 0.000
C 2.024 -1.640 -3.354 0.020
C -1.438 -8.754 -5.245 0.001
C 6.752 2.665 5.457 0.000
C -2.816 4.959 -1.493 0.000
C -6.650 1.689 2.945 0.000
C -1.086 -6.511 -3.225 -0.019
C 1.451 6.759 -0.606 0.000
C 2.376 -1.098 -1.897 0.002
C 2.687 -3.951 -3.437 -0.066
C -3.808 1.508 4.063 0.000
C -1.353 1.109 0.502 0.000
C -2.192 -7.392 -5.218 0.001
C 0.177 1.370 1.002 0.000
C -2.053 -0.628 -2.735 0.000
C -2.618 0.603 4.336 0.000
C 0.408 5.676 -0.118 0.000
C -1.316 -5.884 -1.784 0.009
C -1.577 4.440 -0.769 0.000
H 0.521 0.654 1.749 0.000
H 1.006 -2.030 -3.367 -0.009
H 3.364 -0.663 -1.749 0.000
H -0.366 -8.743 -5.050 0.002
H 1.544 -0.448 -1.628 0.005
H -3.606 4.208 -1.473 0.000
H 7.335 2.625 4.537 0.000
H 0.947 1.338 0.232 0.000
H -1.168 3.501 -1.142 0.000
H 7.013 3.676 5.768 0.000
H -6.687 2.022 3.983 0.000
H 2.179 -1.897 -1.183 0.009
H -3.172 -7.532 -5.675 0.002
H -5.479 1.834 1.302 0.000
H -3.085 5.950 -1.128 0.000
H 1.899 -0.762 -3.986 0.006
H -1.964 -9.418 -4.559 0.000
H -1.508 -9.209 -6.234 0.001
H 6.983 0.607 5.912 0.000
H -2.557 5.107 -2.541 0.000
H -1.719 4.260 0.297 0.000
H 6.805 1.448 7.303 0.000
H -7.516 2.169 2.489 0.000
H -1.625 -6.653 -5.784 -0.001
H -1.825 0.630 1.360 0.000
H -6.805 0.611 2.904 0.000
H -1.863 2.057 0.331 0.000
H -5.206 3.204 2.313 0.000
H 0.289 2.342 1.483 0.000
H 8.321 1.506 6.453 0.000
```

Its net charge is +1. The value obtained for the gap between HOMO and LUMO (spin up / spin down) is 7.637 / 2.309 eV. Its multiplicity is 2.


This record from OMol25 describes one molecule with the formula C24H30N2O4. The level of theory is ωB97M-V/def2-TZVPD.

Geometry as XYZ:
```
60
Properties=species:S:1:pos:R:3:lowdin_charge:R:1
O -0.786 -2.524 2.979 0.066
O 3.463 -0.294 1.144 -0.080
O -2.455 -0.293 -1.896 0.074
O 3.247 2.091 0.153 -0.076
N -0.274 -0.857 1.546 0.101
N -1.156 -2.098 -1.405 -0.050
C -2.749 -1.534 0.191 -0.020
C 1.572 -1.098 -1.928 -0.233
C -0.471 2.282 0.702 -0.031
C -1.003 -3.108 -0.386 -0.086
C -2.131 -1.196 -1.155 -0.450
C -1.219 1.763 1.752 -0.247
C -3.218 2.209 0.480 -0.045
C -0.544 -2.227 -2.703 -0.134
C 3.615 -1.560 1.736 -0.075
C 3.249 3.392 -0.379 -0.081
C 1.463 0.177 -2.449 -0.032
C -1.818 -2.581 0.810 -0.167
C 2.012 1.263 -1.784 -0.016
C -2.468 2.689 -0.585 -0.285
C 0.987 -2.279 -2.653 -0.126
C 2.678 1.092 -0.583 -0.222
C -0.540 1.154 2.947 -0.111
C -2.602 1.747 1.630 -0.056
C -3.129 3.093 -1.864 -0.048
C 2.237 -1.276 -0.718 0.021
C 0.380 -0.002 2.514 -0.153
C 2.793 -0.206 -0.041 -0.212
C -1.087 2.734 -0.449 -0.033
C -0.918 -1.987 1.898 -0.470
H 0.632 -0.622 3.377 0.123
H -0.919 -3.136 -3.195 0.131
H 4.170 -1.387 2.657 0.098
H -4.122 3.498 -1.683 0.077
H 2.333 -2.272 -0.316 0.108
H -0.876 -1.356 -3.275 0.120
H 1.349 -2.295 -3.684 0.122
H 0.952 0.338 -3.386 0.119
H -4.295 2.176 0.400 0.115
H 1.918 2.244 -2.220 0.106
H -2.371 -3.392 1.287 0.146
H 3.766 3.432 -1.344 0.099
H 1.295 0.394 2.072 0.103
H 0.605 2.318 0.789 0.102
H 4.187 -2.239 1.094 0.098
H 0.063 1.898 3.472 0.121
H -3.744 -1.943 0.003 0.135
H 0.050 -3.240 -0.127 0.119
H 3.789 4.003 0.343 0.097
H -0.467 -0.434 0.650 0.129
H -2.870 -0.638 0.800 0.104
H 2.648 -2.013 1.979 0.091
H -3.229 2.206 -2.491 0.075
H -0.488 3.114 -1.264 0.105
H 2.234 3.786 -0.496 0.087
H -2.534 3.828 -2.401 0.076
H -3.204 1.364 2.444 0.114
H 1.307 -3.206 -2.174 0.109
H -1.393 -4.071 -0.743 0.134
H -1.294 0.775 3.640 0.115
```

Its net charge is 0. The value obtained for the gap between HOMO and LUMO is 8.867 eV. Its SMILES is COc1ccc(CCN2C[C@@H](C(=O)NCCc3ccc(C)cc3)CC2=O)cc1OC.


One value per record, in order, for relative energy (zero: lowest compared OMol25 entry of this formula, charge and spin): 269.23, 23.57, 0.11, 32.77, 24.01, 27.05 kcal/mol.
One value per record, in order, for calculated total energy: -113395.3829, -66436.2378, -87738.6016, -98860.3202, -98846.9115, -36546.3261 eV.
One value per record, in order, for largest force on an atom: 19.12, 1.59, 0.18, 2.32, 5.27, 0.64 eV/A.